# 1
Entry from OMol25: a molecular structure, CH7N5O4S2 (wB97M-V/def2-TZVPD).

Cartesian coordinates (Å):
C 0.284 -0.426 1.598
N -0.266 0.182 2.542
N 1.285 -1.325 1.624
N -2.044 1.571 -0.183
N 1.147 -1.033 -1.887
N -0.147 -0.207 0.214
O -1.539 -0.332 -1.776
O -2.638 -0.771 0.367
O 0.464 1.468 -1.524
O 2.296 0.313 -0.342
S -1.691 -0.053 -0.412
S 0.982 0.289 -0.941
H -1.062 0.828 2.176
H 2.067 -1.125 2.264
H 1.634 -1.655 0.698
H -1.897 2.225 -0.980
H -2.978 1.528 0.049
H 0.216 -1.292 -2.133
H 1.959 -0.830 -2.607

Its energy above the lowest of the compared OMol25 structures with the same formula, charge and spin is 0.00 kJ/mol. The calculation puts the HOMO energy at -9.85 eV. The charge is 0. Its LUMO energy is 0.4 eV. As for the spin multiplicity: 1. The value obtained for the orbital gap is 0.3758 Eh.

Charges in e, computed with natural (NBO), in the same order as the atoms:
1 C 0.5766
2 N -0.6655
3 N -0.8006
4 N -1.0594
5 N -1.0804
6 N -1.0049
7 O -0.9522
8 O -0.9012
9 O -0.9192
10 O -0.9424
11 S 2.4598
12 S 2.4257
13 H 0.3623
14 H 0.4125
15 H 0.4105
16 H 0.4277
17 H 0.3913
18 H 0.4218
19 H 0.4375

# 2
Entry from OMol25: a molecular structure, C32H40ClN6O6RhSb2 (wB97M-V/def2-TZVPD).

Cartesian coordinates (Å):
Rh 0.808 -0.415 -2.312
C -0.237 1.604 3.027
C 0.684 0.379 3.059
C 1.967 0.508 2.207
Sb 2.113 -0.492 0.240
C 1.775 -2.489 0.981
C 1.603 -3.530 0.069
C 1.444 -4.838 0.510
C 1.436 -5.122 1.869
C 1.614 -4.094 2.787
C 1.793 -2.788 2.343
C 4.234 -0.661 0.612
C 4.868 -1.899 0.604
C 6.203 -2.006 0.967
C 6.920 -0.876 1.340
C 6.299 0.364 1.329
C 4.963 0.471 0.963
Sb -0.988 2.151 1.077
C -2.645 0.761 1.105
C -3.637 0.920 0.134
C -4.746 0.085 0.103
C -4.877 -0.931 1.042
C -3.893 -1.107 2.007
C -2.783 -0.268 2.035
C -2.191 3.767 1.870
C -3.265 3.528 2.728
C -4.030 4.582 3.214
C -3.736 5.888 2.840
C -2.668 6.137 1.991
C -1.898 5.083 1.512
H 0.311 2.485 3.374
H -1.095 1.470 3.690
H 0.139 -0.525 2.760
H 0.974 0.222 4.103
H 2.818 0.059 2.716
H 2.199 1.565 2.045
H 1.619 -3.317 -0.994
H 1.327 -5.640 -0.212
H 1.312 -6.141 2.214
H 1.625 -4.314 3.848
H 1.961 -2.000 3.071
H 4.327 -2.787 0.302
H 6.687 -2.976 0.953
H 7.959 -0.963 1.634
H 6.857 1.252 1.604
H 4.496 1.449 0.949
H -3.540 1.714 -0.603
H -5.510 0.224 -0.655
H -5.749 -1.574 1.030
H -3.993 -1.894 2.745
H -2.029 -0.423 2.799
H -3.514 2.513 3.019
H -4.857 4.381 3.886
H -4.342 6.708 3.208
H -2.434 7.154 1.696
H -1.062 5.292 0.852
N -1.378 -1.893 -0.206
N -1.635 -3.103 -0.866
C -1.365 -3.203 -2.176
N -1.955 -4.241 -2.798
N -0.643 -2.244 -2.746
N -0.364 -2.291 -4.088
O 0.200 -1.304 -4.498
O -0.662 -3.216 -4.814
H -1.363 -2.074 0.788
H -2.093 -1.208 -0.426
H -2.490 -3.574 -0.607
H -2.144 -5.058 -2.239
H -1.607 -4.405 -3.731
O 4.838 -0.969 -2.423
Cl 3.623 -0.794 -3.144
O 3.024 0.505 -2.813
O 3.808 -0.920 -4.549
O 2.631 -1.805 -2.682
C 0.173 2.331 -4.291
C -0.861 2.066 -3.182
C -2.178 1.585 -3.806
C -1.099 3.385 -2.423
N -0.374 1.052 -2.271
H -0.211 3.106 -4.960
H 0.360 1.433 -4.874
H 1.114 2.666 -3.856
H -2.468 2.245 -4.627
H -2.979 1.577 -3.064
H -2.052 0.574 -4.203
H -1.422 4.170 -3.113
H -0.172 3.704 -1.940
H -1.870 3.259 -1.660

Its expectation value of S² is 6.02. Its energy above the lowest of the compared OMol25 structures with the same formula, charge and spin is 92.55 kJ/mol. The calculation puts the HOMO energy (alpha / beta) at -7.14 / -8.45 eV. The charge is 0. Its LUMO energy (alpha / beta) is -0.3 / -0.3 eV. As for the spin multiplicity: 5. The value obtained for the orbital gap (alpha / beta) is 0.2520 / 0.2993 Eh.

Charges in e, computed with Mulliken, in the same order as the atoms:
1 Rh 1.1363
2 C -1.7649
3 C 0.4470
4 C -1.7943
5 Sb 1.1054
6 C 0.5599
7 C -0.5075
8 C -0.6827
9 C -0.6200
10 C -0.7188
11 C -0.4573
12 C 0.2737
13 C -0.1655
14 C -0.6725
15 C -0.4761
16 C -0.5654
17 C -0.5656
18 Sb 0.4762
19 C 0.1688
20 C -0.4672
21 C -0.5176
22 C -0.6830
23 C -0.4914
24 C -0.1948
25 C 0.3659
26 C -0.1232
27 C -0.6676
28 C -0.4497
29 C -0.5067
30 C -0.6547
31 H 0.6737
32 H 0.6842
33 H -0.1299
34 H 0.3645
35 H 0.7416
36 H 0.4626
37 H 0.4181
38 H 0.4376
39 H 0.3649
40 H 0.3914
41 H 0.2646
42 H 0.3820
43 H 0.3854
44 H 0.3744
45 H 0.3763
46 H 0.3273
47 H 0.2552
48 H 0.4196
49 H 0.3855
50 H 0.4439
51 H 0.2412
52 H 0.2696
53 H 0.3863
54 H 0.3759
55 H 0.3810
56 H 0.3614
57 N 0.0385
58 N -0.3427
59 C 0.3897
60 N -0.4622
61 N -0.2626
62 N 1.1633
63 O -0.5609
64 O -0.7807
65 H 0.2763
66 H -0.0044
67 H 0.2725
68 H 0.2119
69 H 0.2830
70 O -0.6048
71 Cl 1.7732
72 O -0.6483
73 O -0.6785
74 O -0.6945
75 C -1.9394
76 C 1.8540
77 C -1.4027
78 C -1.5012
79 N -0.3385
80 H 0.4559
81 H 0.3644
82 H 0.3649
83 H 0.4083
84 H 0.2285
85 H 0.2793
86 H 0.4544
87 H 0.3445
88 H 0.2337

# 3
Entry from OMol25: a single C25H26N2O7 molecule (wB97M-V/def2-TZVPD).

Cartesian coordinates (Å):
C 4.737 7.995 -1.990
C 4.426 6.554 -1.615
O 3.328 6.135 -2.404
C 2.858 4.871 -2.263
C 1.776 4.530 -3.079
C 1.226 3.269 -3.028
C 1.744 2.325 -2.149
N 1.185 1.020 -2.098
C 1.955 -0.129 -2.062
O 3.149 -0.170 -2.178
C 1.022 -1.308 -1.869
C -0.382 -0.740 -2.068
N -1.370 -1.109 -1.074
C -2.371 -2.090 -1.414
C -1.915 -3.530 -1.107
C -1.633 -3.719 0.356
C -0.329 -3.672 0.840
C -0.064 -3.811 2.183
C -1.104 -4.010 3.095
O -0.730 -4.159 4.386
C -1.723 -4.298 5.379
C -2.411 -4.069 2.618
C -2.661 -3.925 1.265
C -1.160 -0.595 0.169
O -0.173 0.086 0.398
C -2.192 -0.847 1.197
C -1.902 -0.877 2.498
C -2.936 -1.074 3.527
O -2.720 -1.222 4.704
O -4.186 -1.091 3.034
C -0.169 0.784 -2.033
O -1.042 1.607 -2.032
C 2.808 2.655 -1.327
C 3.368 3.919 -1.385
H 3.872 8.623 -1.799
H 5.578 8.356 -1.404
H 4.984 8.058 -3.046
H 5.297 5.914 -1.811
H 4.171 6.486 -0.548
H 1.387 5.278 -3.751
H 0.390 3.017 -3.661
H 1.280 -2.120 -2.548
H 1.155 -1.651 -0.841
H -0.780 -0.996 -3.054
H -2.591 -1.998 -2.481
H -3.291 -1.883 -0.866
H -2.709 -4.207 -1.428
H -1.018 -3.752 -1.688
H 0.494 -3.546 0.152
H 0.945 -3.778 2.560
H -1.182 -4.416 6.316
H -2.350 -3.405 5.436
H -2.342 -5.184 5.205
H -3.237 -4.235 3.291
H -3.681 -3.980 0.912
H -3.221 -0.931 0.882
H -0.888 -0.786 2.857
H -4.821 -1.203 3.759
H 3.204 1.924 -0.641
H 4.198 4.149 -0.736

Its energy above the lowest of the compared OMol25 structures with the same formula, charge and spin is 0.00 kJ/mol. The calculation puts the HOMO energy at -8.25 eV. The charge is 0. Its LUMO energy is -0.1 eV. As for the spin multiplicity: 1. As for the SMILES: CCOc1ccc(N2C(=O)C[C@@H](N(CCc3ccc(OC)cc3)C(=O)/C=C/C(=O)O)C2=O)cc1. The value obtained for the orbital gap is 0.2986 Eh.

Charges in e, computed with natural (NBO), in the same order as the atoms:
1 C -0.6170
2 C -0.0629
3 O -0.4976
4 C 0.3187
5 C -0.2579
6 C -0.1887
7 C 0.1701
8 N -0.5058
9 C 0.7156
10 O -0.5604
11 C -0.5161
12 C -0.1244
13 N -0.4315
14 C -0.1916
15 C -0.4285
16 C -0.0799
17 C -0.1918
18 C -0.2413
19 C 0.3163
20 O -0.4887
21 C -0.2613
22 C -0.3317
23 C -0.1323
24 C 0.6509
25 O -0.6232
26 C -0.2077
27 C -0.2583
28 C 0.7606
29 O -0.5954
30 O -0.6933
31 C 0.7343
32 O -0.5657
33 C -0.1938
34 C -0.2963
35 H 0.2143
36 H 0.2126
37 H 0.2140
38 H 0.1721
39 H 0.1720
40 H 0.2248
41 H 0.2266
42 H 0.2376
43 H 0.2577
44 H 0.2307
45 H 0.2094
46 H 0.2072
47 H 0.2202
48 H 0.2090
49 H 0.2100
50 H 0.2289
51 H 0.2013
52 H 0.2039
53 H 0.1694
54 H 0.2239
55 H 0.2024
56 H 0.2278
57 H 0.2477
58 H 0.5018
59 H 0.2312
60 H 0.2200

# 4
Entry from OMol25: a molecular structure, C28H24BrN3O7PtSe2 (wB97M-V/def2-TZVPD).

Cartesian coordinates (Å):
Pt 0.154 -0.130 -0.330
Br 0.904 -0.772 7.112
C 1.030 -0.465 5.245
C 2.059 0.369 4.750
C 2.188 0.587 3.411
C 1.341 -0.044 2.461
O 1.592 0.170 1.210
C 0.311 -0.893 2.985
C -0.547 -1.641 2.178
N -0.396 -1.761 0.888
C -0.964 -2.768 0.098
C -1.808 -3.774 0.466
C -2.237 -4.728 -0.487
C -1.793 -4.689 -1.776
C -0.876 -3.683 -2.170
C -0.357 -3.563 -3.477
C 0.543 -2.579 -3.767
C 0.941 -1.690 -2.755
N 0.446 -1.748 -1.543
C -0.470 -2.736 -1.226
C 0.170 -1.059 4.391
H 2.745 0.835 5.445
H 2.965 1.232 3.021
H -1.349 -2.182 2.684
H -2.172 -3.839 1.483
H -2.936 -5.495 -0.183
H -2.137 -5.407 -2.508
H -0.673 -4.268 -4.236
H 0.970 -2.481 -4.754
H 1.690 -0.928 -2.930
H -0.620 -1.696 4.771
O -2.778 2.738 -5.254
C -1.437 2.569 -4.846
C -1.244 2.056 -3.398
C -1.570 3.173 -2.413
O -2.871 3.688 -2.720
C -2.158 0.852 -3.223
Se -2.094 -0.156 -1.543
C 0.216 1.636 -3.298
Se 1.059 1.736 -1.556
H -3.225 3.234 -4.553
H -0.870 3.503 -4.951
H -1.002 1.837 -5.532
H -0.809 3.957 -2.504
H -1.533 2.788 -1.394
H -3.033 4.472 -2.189
H -1.946 0.134 -4.014
H -3.205 1.146 -3.304
H 0.840 2.271 -3.930
H 0.307 0.612 -3.657
O -1.026 1.354 2.852
C -1.555 1.623 1.788
O -1.124 1.393 0.585
C -2.898 2.325 1.824
C -3.331 2.855 3.036
C -4.573 3.464 3.137
C -5.408 3.534 2.034
C -4.962 3.003 0.839
C -3.716 2.417 0.708
N -5.858 3.054 -0.340
O -6.964 3.536 -0.188
O -5.442 2.606 -1.389
H -2.672 2.779 3.891
H -4.899 3.880 4.082
H -6.389 3.984 2.089
H -3.400 2.020 -0.245

Its energy above the lowest of the compared OMol25 structures with the same formula, charge and spin is 225.72 kJ/mol. The calculation puts the HOMO energy at -7.71 eV. The charge is 0. Its LUMO energy is -1.6 eV. As for the spin multiplicity: 1. The value obtained for the orbital gap is 0.2253 Eh.

Charges in e, computed with natural (NBO), in the same order as the atoms:
1 Pt 1.1543
2 Br 0.0444
3 C -0.1481
4 C -0.1565
5 C -0.2839
6 C 0.5623
7 O -0.7477
8 C -0.2539
9 C 0.2350
10 N -0.5977
11 C 0.1226
12 C -0.2165
13 C -0.1735
14 C -0.1968
15 C -0.1048
16 C -0.0809
17 C -0.2698
18 C 0.0926
19 N -0.4284
20 C 0.2588
21 C -0.1375
22 H 0.2282
23 H 0.2280
24 H 0.1868
25 H 0.2230
26 H 0.2263
27 H 0.2238
28 H 0.2271
29 H 0.2390
30 H 0.2377
31 H 0.2195
32 O -0.7317
33 C -0.0435
34 C -0.1611
35 C -0.0758
36 O -0.7534
37 C -0.5577
38 Se 0.0510
39 C -0.5683
40 Se 0.0245
41 H 0.4959
42 H 0.1608
43 H 0.1729
44 H 0.1723
45 H 0.2110
46 H 0.4853
47 H 0.2101
48 H 0.2633
49 H 0.2317
50 H 0.2056
51 O -0.6588
52 C 0.7833
53 O -0.7442
54 C -0.1628
55 C -0.1354
56 C -0.2241
57 C -0.1759
58 C -0.0103
59 C -0.1210
60 N 0.5315
61 O -0.3852
62 O -0.3708
63 H 0.2434
64 H 0.2209
65 H 0.2463
66 H 0.2570